No. 1
Computed, not measured: C22H36Br6F12FeO8 as an isolated structure in a non-equilibrium geometry, with ωB97M-V/def2-TZVPD.

Structure (XYZ):
```
85
Properties=species:S:1:pos:R:3:mulliken_spin:R:1
F 23.4229 -21.9179 10.5762 0.000
H 24.0745 -15.8722 15.0631 0.001
H 29.5735 -13.5345 13.0488 0.000
F 20.7815 -15.0907 13.8702 0.000
H 24.9042 -18.3493 13.5085 0.002
C 24.9995 -17.7955 10.0204 0.000
H 23.8053 -14.4277 12.7126 0.000
H 24.4482 -11.0905 9.2886 0.000
F 18.3653 -17.1262 9.9810 0.000
C 19.3403 -20.1190 19.9960 0.000
C 24.8776 -12.8284 19.8170 0.000
F 22.3721 -14.0160 14.8667 0.000
O 18.4993 -18.6571 12.0853 0.002
O 19.1462 -21.2027 19.3579 0.000
F 23.0854 -20.7609 8.7559 0.000
C 24.3112 -16.4572 14.1690 0.009
O 22.4539 -15.2461 11.5112 0.046
H 23.7445 -18.4804 14.8399 0.000
H 24.9731 -10.5392 12.2517 0.000
O 23.3520 -16.3610 13.1399 0.018
F 21.6857 -19.6773 19.7951 0.000
F 19.7074 -15.6038 10.6493 0.001
H 24.3372 -19.7087 11.6050 -0.007
C 19.2381 -17.6904 19.5719 0.000
H 28.2584 -11.7228 14.3686 0.000
C 24.5950 -17.9172 14.4664 -0.003
F 20.7423 -18.9942 21.6389 0.000
C 19.1967 -17.4052 12.2019 0.011
C 27.9526 -12.7674 14.2935 0.000
Br 25.7639 -12.9123 10.5013 0.000
H 18.5169 -16.9830 19.1430 0.000
Br 23.1153 -15.0226 20.0403 0.000
C 20.7220 -19.9654 20.6906 0.000
C 17.2039 -18.5922 12.6092 0.001
O 23.6710 -18.3075 10.1711 0.044
C 22.8981 -15.0512 12.7689 -0.019
C 24.8948 -16.5847 9.1171 -0.001
H 17.0856 -18.2441 13.6443 -0.001
H 24.0956 -12.2265 19.3640 0.000
F 25.0899 -21.0459 9.5273 0.000
Br 27.8158 -15.3020 12.9231 0.000
F 21.5215 -13.1985 13.0871 0.000
Br 26.6020 -12.0326 19.3174 0.000
H 28.1569 -12.9311 12.2252 0.000
Br 24.2396 -8.5996 10.9232 0.000
H 24.1808 -16.7498 8.3112 -0.001
H 20.9087 -17.2018 18.2480 0.000
H 21.3945 -17.3473 19.9520 0.000
H 25.2778 -16.0426 13.8335 0.002
H 16.5558 -17.9133 12.0407 0.000
H 25.5826 -14.8553 20.0272 0.000
H 15.5986 -19.9180 12.1167 0.000
H 25.4585 -17.9960 15.1282 0.000
H 24.5456 -15.6984 9.6546 0.008
H 20.4748 -15.9602 19.4259 0.000
Br 26.0350 -12.7351 14.4007 0.000
H 19.0255 -17.6731 20.6528 0.000
H 23.4717 -11.0186 11.5601 0.000
H 25.7806 -18.5116 9.7567 -0.002
O 22.4567 -19.5488 11.4567 0.044
H 18.5600 -20.0379 20.8012 0.000
H 25.4006 -17.4474 10.9890 0.006
O 20.4928 -17.7370 12.1596 0.082
C 21.8411 -14.4062 13.6464 -0.005
H 24.8014 -12.6320 20.8840 0.000
C 24.3955 -10.4910 11.3307 0.000
O 19.0495 -18.9805 19.0936 0.000
H 18.9463 -16.9421 13.1730 0.006
H 28.3091 -13.1407 15.2546 0.000
C 25.1149 -11.1540 10.1442 0.000
H 24.9564 -14.4145 18.4027 0.000
F 21.1195 -21.0852 21.3128 0.000
C 18.7862 -16.4387 11.0619 -0.005
H 17.2300 -20.6540 11.9406 0.000
H 16.5652 -20.5374 13.4927 0.000
H 25.9532 -10.4789 9.9748 0.000
C 23.7890 -20.8380 9.9047 -0.002
C 24.8407 -14.2916 19.4755 0.000
C 28.4905 -13.4917 13.0976 0.000
C 16.5994 -19.9995 12.5440 0.000
Fe 22.3448 -17.3301 11.4190 3.767
C 23.6152 -19.6077 10.7722 -0.004
H 25.8558 -16.2800 8.6911 0.000
F 17.7105 -15.6913 11.4607 0.000
C 20.5956 -17.0414 19.2791 0.000
```

Calculated values
* gap between HOMO and LUMO: 0.167 Eh
* total charge: -2
* E: -19368.0227 Ha
* multiplicity: 5
* molecular weight: 1191.8 g/mol

=====

No. 2
Computed, not measured: C22H36CaN4O2S3SbSe4 as an isolated structure, with ωB97M-V/def2-TZVPD.

Structure (XYZ):
```
73
Properties=species:S:1:pos:R:3:lowdin_charge:R:1
H 1.6111 -3.1952 0.3014 0.067
C 0.7640 3.2015 -0.0300 -0.551
C 0.3552 -4.0436 -1.2597 -0.633
C 1.6841 -3.4914 -0.7476 -0.041
H 0.2789 4.9933 -1.1236 0.065
H 1.9690 -2.6149 -1.3304 0.056
C 2.8150 0.4998 -0.8017 -0.496
H 3.6321 -0.0198 -1.3103 0.076
H 2.0260 -1.8787 2.3799 0.092
H 0.6968 -6.1144 -0.7171 0.080
H -4.1668 4.5471 -0.8813 0.069
H -0.4679 -4.7921 -3.1233 0.079
H 3.3338 -2.8708 4.2410 0.094
H 2.5910 -0.0315 0.1261 0.056
H -1.1946 -3.4077 0.7903 0.080
S 0.1473 3.3646 -2.7933 0.836
Se -1.6592 1.0621 -5.1798 -0.084
C -3.1012 2.6988 -0.4477 -0.494
C 0.8071 -0.6813 3.6519 -0.137
C -3.0800 2.9396 0.9196 -0.055
N -1.6174 1.1977 1.7176 -0.106
C 1.6406 1.0033 -3.3957 -0.524
Ca -1.2044 0.0710 -0.2574 1.142
H -1.4930 -3.2366 -1.6741 0.032
C 2.2814 -1.7801 5.7591 -0.113
O -2.4508 1.7902 -1.0643 -0.285
H -3.4583 3.7017 -2.2913 0.079
C 2.5499 -2.1528 4.4507 -0.098
H 1.2745 -5.0402 -2.9480 0.083
H -3.1181 3.6650 3.3732 0.063
H -2.6370 2.0856 4.0538 0.069
Se -3.3498 -2.4708 -4.1483 -0.042
N -1.0631 -2.6133 0.1645 -0.034
H -0.2808 -2.1008 0.5798 0.017
C 0.5449 -0.3106 4.9704 -0.035
C 0.8575 4.0821 -1.2811 -0.516
S 2.3364 2.8238 0.7841 0.869
O 0.3820 -0.4897 1.3128 -0.280
H 1.4982 2.7302 -4.6140 0.066
C 0.0323 -0.1089 2.5031 -0.485
N -0.6646 -2.9921 -1.1440 -0.104
N -0.9158 0.7194 2.8219 0.046
H 1.8828 4.4013 -1.4754 0.061
H -1.0121 -5.6663 -0.7821 0.085
H 2.6115 0.6458 -3.7495 0.082
C -2.3928 2.8554 3.3229 -0.052
H 3.3067 2.5277 -1.4030 0.047
S 1.3201 0.2462 -1.7909 0.844
H 0.6325 -3.4219 -3.3063 0.087
H 1.0618 -0.5558 7.0327 0.094
C 1.2755 -0.8545 6.0135 -0.097
Sb -3.6244 0.0863 -4.2676 -0.170
H -3.6757 3.7761 1.2604 0.083
H -4.9060 3.0685 -1.5259 0.080
H 2.4793 3.0125 -3.1980 0.054
C -3.9585 3.5772 -1.3310 -0.026
C -0.0169 -5.3193 -0.4942 -0.053
C -2.3447 2.2619 1.9355 -0.355
Se -3.3325 -1.2057 -2.0904 0.003
H -1.4072 3.2369 3.5963 0.077
C 1.8185 -1.6044 3.4061 -0.036
H 0.8717 0.5497 -4.0236 -0.008
H 2.8518 -2.2046 6.5762 0.091
H 0.0011 -5.1646 0.5869 0.070
C 0.4572 -4.3444 -2.7518 -0.044
C 3.2486 1.9286 -0.4948 -0.536
H 0.1681 3.6810 0.7475 0.069
C 1.5681 2.5249 -3.5433 -0.541
H 2.4672 -4.2482 -0.8265 0.085
H -0.2407 0.4095 5.1524 0.102
H 0.2664 2.2714 -0.2712 -0.013
H 4.2648 1.8877 -0.0942 0.068
Se -5.8285 0.9018 -4.5483 -0.158
```

Calculated values
* gap between HOMO and LUMO: 0.235 Eh
* total charge: -1
* E: -12947.7966 Ha
* molecular weight: 962.4 g/mol

=====

No. 3
Computed, not measured: a 7-piece molecular cluster, C22H36FO18 overall in a non-equilibrium geometry, with ωB97M-V/def2-TZVPD.

Structure (XYZ):
```
77
Properties=species:S:1:pos:R:3:lowdin_charge:R:1
H 2.5529 1.0577 -2.4460 0.098
H 3.4039 1.8757 1.3350 0.082
C 2.5369 2.0167 -2.0900 -0.165
C 1.6309 -3.3883 -0.8400 -0.140
H 2.0929 -3.7363 0.0590 0.135
H 4.2119 1.4667 -0.8850 0.155
H 0.0429 -1.0783 -3.8760 0.120
C -4.3251 1.9697 3.5970 -0.034
C -0.2541 -4.4463 0.3560 -0.003
H -2.4751 0.0647 -1.4820 0.103
H 1.5329 2.3347 -1.7900 0.126
H 0.8639 -0.4613 1.9690 0.058
O -2.8631 -0.5803 1.6350 0.013
H 2.2519 3.1777 0.8270 0.091
H 3.2219 -2.6723 6.6570 0.110
C -2.9161 0.4647 2.4990 -0.359
C 1.0179 -4.6173 -2.5150 -0.621
C 0.2069 -3.5173 -0.7620 -0.336
O -4.1271 0.8517 2.7710 0.020
H 4.8199 -2.9573 5.9190 0.071
C -2.0531 -0.4833 -2.4150 -0.005
O -0.7741 3.1327 0.9580 0.094
O 1.0479 -5.3083 -3.5320 0.101
O -2.8701 3.5367 0.8310 0.089
O -1.7291 1.1707 2.9580 -0.060
H -0.0911 -3.9803 1.3200 0.070
O -2.2561 1.0207 -6.5100 0.083
H 1.9069 -2.3273 -0.9530 0.127
H -5.4581 2.1757 3.7330 0.135
H 0.2149 -5.3723 0.3670 0.066
H -2.8591 2.3517 -2.4050 0.085
C -0.1181 -0.0403 -4.0970 -0.083
F 0.5539 -0.1543 -1.0220 -0.514
O 3.9449 3.4257 -0.9930 0.118
C -1.7231 -1.3113 1.4870 -0.079
H -0.3911 2.2777 -0.8510 0.127
O 2.6069 -0.9233 3.0310 -0.006
H -1.1771 -1.2273 0.5580 0.071
H 1.9989 1.2957 0.6980 0.060
O -1.5311 4.8247 2.1050 0.162
H -1.3741 -4.5933 0.2070 0.116
C -1.3921 0.5117 -3.3060 -0.400
O -0.4001 0.2687 -5.4180 0.097
C -1.6531 0.7667 -5.4430 -0.487
C 3.7779 -2.9433 5.7270 0.012
O -0.1581 -4.2163 -1.9650 0.097
H -3.7941 2.7817 3.2400 0.056
H -2.6021 3.9527 -1.8310 0.082
O 4.1449 4.8377 -2.7370 0.067
H -3.3641 1.7417 -0.0390 0.127
H 0.7929 0.4317 -3.7120 0.109
H -1.4641 -1.2953 -2.0850 0.038
H -3.9021 1.7847 4.5820 0.099
O 1.9989 -4.1593 -1.9150 0.162
C 3.7599 3.7517 -2.2290 -0.561
C -1.7151 3.9117 1.3770 -0.644
H -2.8561 -0.9463 -3.0310 0.108
O 3.5009 -1.8183 4.8310 0.044
H 1.2009 -1.9863 1.9120 0.058
H 2.3309 -0.8293 0.8700 0.113
H -1.0331 -0.9353 2.2170 0.075
H -4.1041 3.2937 -1.4190 0.071
C -1.1621 2.2657 -0.0170 -0.137
H -1.0861 1.1917 0.2090 0.099
O 1.9099 -3.0723 3.7400 -0.069
H 3.4289 -3.9483 5.3140 0.118
O -2.2031 1.0117 -4.2410 0.093
C -2.6601 2.5357 -0.1690 -0.285
C 3.3659 2.1557 -0.8420 -0.278
H -0.9171 1.3167 -2.7800 0.113
C 2.6759 -1.9613 3.9130 -0.528
C 1.7419 -1.0503 1.8320 -0.017
C 2.6629 2.1997 0.5690 0.011
H -0.1521 -2.5193 -0.6870 0.096
O 3.0279 2.9167 -2.9700 0.112
H -1.9131 -2.3073 1.6430 0.070
C -3.0851 3.0437 -1.5520 0.000
```

Calculated values
* gap between HOMO and LUMO: 0.339 Eh
* total charge: -1
* E: -2314.0263 Ha
* molecular weight: 607.5 g/mol

=====

No. 4
Computed, not measured: an isolated ion of composition C22H36N2O8P and charge +1 in a non-equilibrium geometry, with ωB97M-V/def2-TZVPD.

Structure (XYZ):
```
69
Properties=species:S:1:pos:R:3:lowdin_charge:R:1
O 0.5866 4.1387 1.7553 -0.236
C 3.4603 -2.1869 -0.0391 -0.232
O 3.3469 -3.5870 0.2684 -0.179
H 2.5767 0.2491 0.6906 0.093
C -3.9264 -2.2656 -0.4382 -0.414
C -3.4369 3.4990 -0.8699 -0.499
H 2.1863 -4.8951 1.2608 0.093
H 3.4638 2.1786 -1.5477 0.123
H 5.0598 1.8076 0.0468 0.112
C -0.7567 -0.7799 0.2537 0.056
H -1.6203 3.1790 -2.0124 0.044
C 4.5678 -1.5742 0.8076 -0.149
H 1.1472 2.3912 -2.1123 0.114
H -1.2860 3.0825 2.5030 0.109
H 0.6310 -0.9294 -1.3022 0.153
C -2.5695 3.7032 -2.0985 0.020
C 1.4007 1.4364 -1.6670 -0.104
C -2.6771 -4.3085 -0.6492 -0.043
H 1.2773 -3.8553 0.1654 0.076
O -4.8844 -1.7993 -1.0241 0.123
H -2.6579 -4.3542 0.4390 0.081
H -2.2853 1.7155 2.8757 0.125
H -4.8434 -2.3898 1.4904 0.145
O -2.2167 -0.7586 3.1880 0.198
N 0.4202 1.0234 -0.6416 -0.027
P 0.2610 3.7308 0.2009 0.957
H -3.4552 -4.9725 -1.0277 0.104
H 1.2907 0.7240 -2.4805 0.128
C 3.0517 1.1578 0.3211 -0.194
O -3.6534 -0.7124 1.4423 0.033
H -3.1817 -1.7466 -2.7720 0.090
C -3.8766 -2.0976 1.0908 -0.050
H 2.4770 -1.7457 0.1516 0.076
C -0.1528 1.8939 0.2041 -0.195
H -3.1354 3.3250 -2.9436 0.091
C 4.5671 1.0129 0.6165 -0.191
H -3.6980 3.3632 2.1399 0.142
H 2.3659 4.2872 0.0769 0.080
H 4.2305 -1.3299 1.8171 0.122
H -3.4931 -3.4940 -3.0208 0.099
H -0.9414 -1.8416 0.2343 0.128
C -1.0955 1.4195 1.0923 -0.113
H 5.1124 -0.4449 -0.9403 0.102
H -2.4016 4.7685 -2.2510 0.099
H -1.6838 -4.6264 -0.9637 0.090
H 3.6634 -2.1098 -1.1114 0.126
H 6.2354 -0.2973 0.3724 0.114
C 5.1705 -0.3066 0.1401 -0.193
H 1.9109 -3.2169 1.7337 0.091
H -3.7812 2.0559 1.0125 0.128
O 1.7012 3.9686 -0.5504 -0.266
C 0.1369 -0.2699 -0.6066 -0.022
H 2.7043 2.0185 0.8988 0.088
C -1.4012 0.0796 1.1068 -0.020
H 5.3631 -2.3111 0.8941 0.120
H 4.7857 1.2025 1.6663 0.116
C -1.8726 2.2903 2.0499 -0.080
C -2.8654 -2.7544 -2.5237 -0.052
C -2.4424 -0.4999 2.0334 -0.423
H 3.3047 0.4648 -1.6559 0.104
C 2.8674 1.3454 -1.1860 -0.145
N -2.8525 -2.9106 -1.0666 -0.180
H 1.2059 3.5120 2.1637 0.077
C 2.1083 -3.8769 0.8832 -0.117
H -1.8322 -2.8482 -2.8629 0.085
O -2.8263 3.7872 0.3251 -0.040
C -3.1297 2.8607 1.3547 -0.146
O -4.5838 3.1479 -0.9726 0.138
H -3.1225 -2.7233 1.5702 0.117
```

Calculated values
* gap between HOMO and LUMO: 0.294 Eh
* total charge: +1
* E: -1912.4288 Ha
* molecular weight: 487.5 g/mol
* SMILES: COCCCCCCC[n+]1ccc(C(=O)OCC(=O)N(C)C)c(CCOC(C)=O)c1P(O)O